ORCA calculation (the ωB97M-V functional and the def2-TZVPD basis) on a 10-piece molecular cluster, C30H80O30S10 overall at a distorted geometry.

Values from the calculation:
multiplicity: 1
relative energy (zero: lowest compared OMol25 entry of this formula, charge and spin): 261.8 kJ/mol
frontier orbital gap: 0.3811 hartree
molar mass: 1241.6 u
structure (SMILES): CCOS(C)(=O)=O.CCOS(C)(=O)=O.CCOS(C)(=O)=O.CCOS(C)(=O)=O.CCOS(C)(=O)=O.CCOS(C)(=O)=O.CCOS(C)(=O)=O.CCOS(C)(=O)=O.CCOS(C)(=O)=O.CCOS(C)(=O)=O
highest occupied orbital energy: -10.36 eV
max |F|: 0.0566 Eh/bohr
total energy: -202178.4743 eV

Last column: Löwdin charge in e.
Element x y z (Å)
C  3.887  -2.995  -6.259  -0.07
C  2.517  -3.286  -5.676  -0.27
O  2.520  -2.691  -4.371  -0.27
S  1.065  -2.505  -3.648  0.62
C  0.527  -0.907  -4.354  -0.09
O  0.171  -3.484  -4.209  -0.28
O  1.309  -2.305  -2.247  -0.27
H  4.609  -3.790  -6.095  0.08
H  4.305  -2.001  -6.105  0.08
H  3.736  -2.941  -7.347  0.08
H  1.711  -2.851  -6.272  0.11
H  2.370  -4.366  -5.754  0.12
H  0.480  -0.990  -5.433  0.07
H  1.332  -0.267  -3.997  0.03
H  -0.390  -0.654  -3.834  0.04
C  -3.468  1.100  2.989  -0.06
C  -4.579  1.388  1.974  -0.26
O  -5.701  0.581  2.357  -0.26
S  -5.843  -0.913  1.664  0.64
C  -7.575  -0.796  1.140  -0.10
O  -5.094  -0.931  0.423  -0.30
O  -5.686  -1.877  2.717  -0.27
H  -3.703  1.346  4.023  0.09
H  -2.671  1.825  2.783  0.04
H  -2.984  0.132  2.875  0.07
H  -4.895  2.428  2.082  0.12
H  -4.241  1.321  0.939  0.09
H  -8.187  -0.145  1.757  0.07
H  -7.891  -1.806  1.415  0.06
H  -7.587  -0.548  0.087  0.06
C  2.918  4.389  2.389  -0.04
C  1.646  3.521  2.488  -0.27
O  1.657  3.215  3.885  -0.26
S  0.227  2.829  4.551  0.61
C  -0.640  4.428  4.630  -0.10
O  -0.487  1.937  3.673  -0.30
O  0.453  2.455  5.917  -0.26
H  3.085  4.625  1.340  0.04
H  3.739  3.855  2.862  0.09
H  2.737  5.255  3.027  0.08
H  0.748  3.954  2.041  0.10
H  1.755  2.571  1.953  0.10
H  -1.147  4.722  3.716  0.06
H  0.214  5.091  4.789  0.07
H  -1.269  4.479  5.512  0.07
C  1.730  5.941  -0.946  -0.04
C  2.341  5.628  -2.325  -0.29
O  2.646  6.807  -3.029  -0.25
S  1.890  7.131  -4.440  0.65
C  0.186  7.468  -3.772  -0.08
O  2.437  8.288  -5.102  -0.27
O  1.853  5.885  -5.170  -0.31
H  1.102  5.137  -0.570  0.05
H  1.123  6.847  -1.039  0.07
H  2.511  6.212  -0.238  0.08
H  3.297  5.155  -2.069  0.09
H  1.847  4.883  -2.956  0.10
H  0.393  8.324  -3.136  0.07
H  -0.181  6.589  -3.252  0.05
H  -0.350  7.699  -4.688  0.06
C  -0.884  3.304  -0.232  -0.05
C  -1.554  2.026  -0.608  -0.27
O  -1.332  0.998  0.379  -0.25
S  -0.953  -0.500  -0.082  0.63
C  0.585  -0.651  0.800  -0.09
O  -1.912  -1.350  0.557  -0.26
O  -0.734  -0.460  -1.516  -0.30
H  -1.411  4.121  -0.724  0.09
H  0.178  3.386  -0.464  0.05
H  -0.961  3.323  0.860  0.08
H  -2.637  2.141  -0.537  0.10
H  -1.293  1.738  -1.627  0.10
H  0.874  -1.678  0.567  0.06
H  0.474  -0.510  1.870  0.05
H  1.337  0.047  0.436  0.05
C  -0.495  -6.505  -1.612  -0.05
C  0.536  -5.511  -1.130  -0.27
O  0.064  -4.994  0.131  -0.26
S  1.132  -4.809  1.355  0.63
C  0.881  -6.380  2.254  -0.08
O  2.452  -4.728  0.780  -0.29
O  0.703  -3.742  2.243  -0.30
H  -0.508  -7.487  -1.141  0.08
H  -0.325  -6.658  -2.679  0.08
H  -1.461  -6.041  -1.410  0.08
H  1.568  -5.866  -1.090  0.12
H  0.604  -4.680  -1.829  0.08
H  -0.098  -6.409  2.727  0.05
H  1.630  -6.361  3.043  0.06
H  0.991  -7.155  1.500  0.07
C  -3.794  2.034  -3.120  -0.06
C  -2.961  1.588  -4.311  -0.22
O  -2.535  2.749  -5.060  -0.25
S  -1.101  3.309  -4.703  0.61
C  -0.754  4.283  -6.184  -0.09
O  -1.185  4.104  -3.497  -0.29
O  -0.126  2.238  -4.669  -0.30
H  -3.838  1.198  -2.417  0.08
H  -4.802  2.295  -3.441  0.08
H  -3.423  2.858  -2.515  0.06
H  -2.096  1.026  -3.953  0.09
H  -3.513  0.953  -4.997  0.13
H  -1.414  5.145  -6.103  0.07
H  -1.098  3.704  -7.039  0.07
H  0.308  4.486  -6.260  0.05
C  4.449  -0.566  -2.864  -0.04
C  4.994  0.379  -1.772  -0.24
O  4.642  1.759  -1.969  -0.24
S  3.336  2.292  -1.109  0.69
C  2.042  2.027  -2.338  -0.10
O  3.025  1.435  0.024  -0.30
O  3.554  3.710  -0.937  -0.30
H  3.428  -0.389  -3.196  0.04
H  4.388  -1.573  -2.440  0.09
H  5.174  -0.613  -3.672  0.08
H  4.931  0.121  -0.716  0.11
H  6.072  0.380  -1.958  0.12
H  1.201  2.708  -2.248  0.04
H  1.697  0.992  -2.332  0.05
H  2.502  2.113  -3.323  0.08
C  3.145  -5.416  6.350  -0.07
C  2.800  -3.981  6.679  -0.28
O  2.625  -3.271  5.443  -0.25
S  2.209  -1.734  5.636  0.62
C  1.705  -1.377  3.960  -0.12
O  1.023  -1.692  6.474  -0.29
O  3.350  -0.928  6.025  -0.28
H  4.145  -5.587  5.953  0.08
H  2.437  -5.813  5.620  0.07
H  3.063  -6.046  7.237  0.08
H  2.020  -3.911  7.442  0.12
H  3.579  -3.507  7.289  0.12
H  1.450  -0.317  3.971  0.06
H  0.851  -2.019  3.763  0.05
H  2.507  -1.510  3.238  0.08
C  -2.558  -3.209  5.468  -0.04
C  -2.610  -3.562  3.991  -0.30
O  -3.711  -4.372  3.645  -0.25
S  -3.672  -5.336  2.339  0.62
C  -3.522  -4.169  0.997  -0.10
O  -2.478  -6.164  2.353  -0.31
O  -4.958  -5.957  2.198  -0.28
H  -2.528  -4.140  6.029  0.08
H  -3.424  -2.579  5.679  0.08
H  -1.686  -2.579  5.638  0.07
H  -2.692  -2.662  3.363  0.11
H  -1.657  -4.008  3.675  0.10
H  -4.476  -3.656  0.934  0.05
H  -3.298  -4.766  0.115  0.07
H  -2.690  -3.479  1.129  0.04

ORCA calculation (the ωB97M-V functional and the def2-TZVPD basis) on C3H4INS as an isolated structure at a distorted geometry.

Values from the calculation:
multiplicity: 3
relative energy (zero: lowest compared OMol25 entry of this formula, charge and spin): 235.5 kJ/mol
frontier orbital gap (spin up / spin down): 0.2677 / 0.2897 hartree
molar mass: 213.0 u
highest occupied orbital energy (spin up / spin down): -7.79 / -8.66 eV
max |F|: 0.0609 Eh/bohr
total energy: -23595.2925 eV

Last column: Löwdin charge in e.
Element x y z (Å)
C  1.790  0.199  -0.268  -1.10
C  -0.920  0.591  0.335  -0.47
C  -0.678  -0.740  -0.281  -0.50
N  -0.068  1.686  -0.086  0.10
S  1.026  -1.260  0.090  0.74
I  3.753  0.147  0.110  0.80
H  -1.941  1.127  0.060  0.14
H  -1.002  0.312  1.393  0.10
H  -1.490  -1.478  0.023  0.11
H  -0.469  -0.584  -1.377  0.08

ORCA calculation (the ωB97M-V functional and the def2-TZVPD basis) on C22H32N4O5 in the gas phase at a distorted geometry.

Values from the calculation:
multiplicity: 1
relative energy (zero: lowest compared OMol25 entry of this formula, charge and spin): 420.8 kJ/mol
frontier orbital gap: 0.3116 hartree
molar mass: 432.5 u
structure (SMILES): CCOC(=O)C1=C(CNC(C)(C)CC(C)(C)C)NC(=O)N[C@H]1c1cccc([N+](=O)[O-])c1
highest occupied orbital energy: -8.98 eV
max |F|: 0.0251 Eh/bohr
total energy: -39530.4152 eV

Last column: Löwdin charge in e.
Element x y z (Å)
C  -2.952  -0.200  -4.075  -0.06
C  -1.719  -0.837  -3.463  -0.21
O  -2.023  -1.204  -2.118  -0.02
C  -0.974  -1.519  -1.335  -0.43
O  0.165  -1.515  -1.753  0.08
C  -1.390  -1.822  0.030  -0.04
C  -0.533  -2.217  1.004  -0.14
C  0.953  -2.357  0.824  -0.13
N  1.496  -1.006  0.800  0.03
C  2.946  -0.857  0.830  -0.55
C  3.645  -1.621  -0.309  -0.03
C  3.478  -1.385  2.173  -0.04
C  3.278  0.657  0.804  -0.10
C  2.623  1.650  -0.185  -0.58
C  2.595  1.159  -1.634  -0.05
C  3.488  2.921  -0.137  -0.06
C  1.209  2.048  0.255  -0.05
N  -0.998  -2.458  2.264  0.18
C  -2.339  -2.476  2.629  -0.54
O  -2.686  -2.797  3.741  0.08
N  -3.197  -2.165  1.631  0.15
C  -2.847  -1.569  0.357  -0.20
C  -3.086  -0.067  0.367  -0.15
C  -4.053  0.511  -0.446  -0.02
C  -4.246  1.884  -0.458  -0.05
C  -3.478  2.699  0.351  0.01
C  -2.519  2.117  1.172  -0.14
N  -1.714  2.960  2.024  -0.36
O  -0.961  2.419  2.803  0.08
O  -1.844  4.160  1.908  0.08
C  -2.314  0.745  1.185  0.07
H  -2.744  0.079  -5.104  0.08
H  -3.783  -0.899  -4.059  0.08
H  -3.230  0.689  -3.514  0.07
H  -0.871  -0.144  -3.458  0.13
H  -1.420  -1.735  -4.015  0.13
H  1.155  -2.920  -0.100  0.13
H  1.370  -2.903  1.672  0.12
H  1.168  -0.586  -0.061  0.06
H  4.680  -1.303  -0.405  0.09
H  3.138  -1.459  -1.255  0.07
H  3.640  -2.690  -0.104  0.08
H  3.459  -2.471  2.212  0.07
H  2.875  -0.992  2.988  0.09
H  4.507  -1.066  2.315  0.09
H  4.360  0.724  0.664  0.12
H  3.058  1.041  1.802  0.12
H  2.270  1.969  -2.286  0.09
H  3.586  0.848  -1.953  0.09
H  1.906  0.330  -1.774  0.06
H  3.057  3.701  -0.762  0.08
H  4.495  2.719  -0.495  0.08
H  3.554  3.300  0.880  0.09
H  0.863  2.895  -0.338  0.09
H  0.497  1.238  0.130  0.06
H  1.206  2.339  1.302  0.08
H  -0.345  -2.708  2.993  0.16
H  -4.170  -2.138  1.896  0.16
H  -3.483  -2.019  -0.416  0.15
H  -4.651  -0.120  -1.086  0.12
H  -4.997  2.317  -1.100  0.11
H  -3.605  3.770  0.363  0.12
H  -1.548  0.334  1.825  0.13

ORCA calculation (the ωB97M-V functional and the def2-TZVPD basis) on a 2-piece molecular cluster, C8H8FN overall at a distorted geometry.

Values from the calculation:
multiplicity: 1
relative energy (zero: lowest compared OMol25 entry of this formula, charge and spin): 392.3 kJ/mol
frontier orbital gap: 0.3542 hartree
molar mass: 137.2 u
structure (SMILES): C#Cc1ccccc1.NF
highest occupied orbital energy: -9.05 eV
max |F|: 0.0778 Eh/bohr
total energy: -12628.7624 eV

Last column: Löwdin charge in e.
Element x y z (Å)
C  1.957  2.307  -0.112  0.10
C  0.952  1.671  0.033  -0.11
C  -0.161  0.776  0.127  -0.26
C  -0.443  -0.067  -0.937  -0.04
C  -1.491  -0.990  -0.925  -0.04
C  -2.443  -0.912  0.130  -0.06
C  -2.181  0.001  1.132  -0.10
C  -1.122  0.886  1.136  -0.03
H  2.779  3.059  -0.064  0.06
H  0.263  -0.202  -1.714  0.10
H  -1.543  -1.664  -1.769  0.10
H  -3.381  -1.310  0.089  0.07
H  -2.928  0.109  1.854  0.09
H  -0.964  1.484  2.071  0.13
N  3.623  -0.537  1.121  0.04
F  3.481  -0.408  -0.265  -0.18
H  2.662  -0.629  1.433  0.06
H  3.964  0.403  1.343  0.07

ORCA calculation (the ωB97M-V functional and the def2-TZVPD basis) on a 2-piece molecular cluster, C5H12O overall.

Values from the calculation:
multiplicity: 1
relative energy (zero: lowest compared OMol25 entry of this formula, charge and spin): 459.9 kJ/mol
frontier orbital gap (spin up / spin down): 0.2754 / 0.2753 hartree
molar mass: 88.1 u
highest occupied orbital energy (spin up / spin down): -7.45 / -7.45 eV
max |F|: 0.0080 Eh/bohr
total energy: -7422.5453 eV

Last column: Löwdin charge in e.
Element x y z (Å)
C  0.564  1.134  -0.461  -0.11
C  -0.657  0.744  0.357  -0.49
C  -0.619  1.104  1.841  -0.09
C  -0.713  -0.748  0.067  -0.24
C  -0.537  -0.823  -1.416  0.06
O  1.315  -0.606  -2.342  -0.10
H  0.585  2.182  -0.784  0.05
H  1.128  0.208  -1.697  -0.01
H  1.485  0.918  0.103  0.06
H  -1.552  1.206  -0.090  0.13
H  0.249  0.637  2.325  0.08
H  -1.522  0.775  2.371  0.07
H  -0.525  2.187  1.973  0.07
H  0.125  -1.250  0.569  0.13
H  -1.629  -1.294  0.363  0.13
H  -1.118  -0.114  -1.998  0.10
H  -0.474  -1.811  -1.863  0.09
H  1.121  -0.279  -3.236  0.07